No. 1
77
Properties=species:S:1:pos:R:3 method="wB97M-V/def2-TZVPD" total_charge=+1 homo_energy_ha="-0.375 / -0.375" spin_multiplicity=6 relative_energy_kcal_mol=20.5 energy_ha=-3943.2083 gap_ha="0.29133 / 0.28967"
Sb 1.1193 -1.7754 -0.1021
Mn -0.8554 1.3025 -0.0947
S 1.2541 0.3679 0.7930
S -2.4353 2.1681 2.0194
O -2.0655 0.7685 1.6849
O -3.7641 2.3370 2.5094
N -2.1784 2.8669 0.5798
N -1.3962 5.0812 0.7609
N 1.7875 4.1838 5.6174
N -1.6644 -0.0385 -1.6980
N -0.4732 3.4737 -0.7352
N -2.3985 -1.1653 -1.5597
C -1.0650 1.5133 -3.4893
C -0.2531 4.5596 4.4073
C -1.3493 3.8519 0.2486
C -3.7832 -2.7629 -2.8862
C -1.2124 2.7734 3.1511
C -0.5866 -2.8432 2.1420
C 0.7448 2.3625 4.4605
C -0.6852 6.0120 0.1590
C 0.7658 3.7065 4.8571
C 5.0355 -2.8657 1.5328
C -2.9612 -1.5394 -2.7281
C -2.4831 -4.2714 0.7137
C 3.1952 -4.0366 -0.1802
C -1.7582 0.3067 -2.9837
C 5.3065 -4.0985 0.9622
C 3.8473 -2.2109 1.2478
C 2.1944 0.1433 -3.8252
C 1.2413 -1.3516 -2.2201
C 0.6274 -2.0734 -3.2268
C -0.2314 1.9062 3.6026
C 0.7987 -1.6712 -4.5428
C -1.4459 -3.6446 0.0385
C -2.5580 -0.6120 -3.6684
C -1.6247 -3.4714 2.8086
C -1.2361 4.0980 3.5590
C 0.2266 4.4300 -1.3291
C 1.5736 -0.5640 -4.8418
C 2.0248 -0.2451 -2.5099
C -0.5117 -2.9211 0.7607
C 4.3871 -4.6822 0.1044
C -2.5775 -4.1780 2.0916
C 0.1159 5.7577 -0.9513
C 2.9328 -2.8035 0.3935
H -1.7454 2.3632 -3.4748
H -3.2168 -4.8368 0.1587
H -3.1503 -3.6532 -2.9037
H -2.0183 4.7497 3.2053
H 0.6389 6.5415 -1.4735
H 0.3278 -2.2340 -5.3331
H -0.2175 1.7328 -2.8295
H 0.8922 4.1130 -2.1245
H 1.5116 1.6921 4.8179
H -0.2510 5.5914 4.7238
H 6.2349 -4.6056 1.1824
H -0.7187 1.3654 -4.5078
H -4.3228 -2.7188 -3.8296
H 3.6234 -1.2423 1.6785
H 2.4072 3.5356 6.0691
H 4.6006 -5.6404 -0.3453
H -2.8200 -0.5905 -4.7053
H 5.7535 -2.4109 2.1988
H -1.6937 -3.4074 3.8838
H -4.4963 -2.8616 -2.0697
H 2.4984 0.3141 -1.7101
H -3.3962 -4.6547 2.6076
H 1.7004 -0.2538 -5.8670
H -1.3686 -3.7277 -1.0365
H 1.7037 5.0964 6.0277
H 2.4763 -4.4941 -0.8462
H -0.2535 0.8749 3.2834
H -2.5666 -1.5445 -0.6369
H 0.0293 -2.9452 -3.0008
H 2.8137 0.9963 -4.0481
H -0.7712 7.0046 0.5820
H 0.1700 -2.2944 2.6900

=====

No. 2
73
Properties=species:S:1:pos:R:3 method="wB97M-V/def2-TZVPD" total_charge=+2 homo_energy_ha="-0.479 / -0.479" relative_energy_kcal_mol=0.0 energy_ha=-2030.0837 gap_ha="0.23664 / 0.23660"
Ru -0.1013 0.8265 0.1918
Si 3.5727 -1.4437 2.0117
O -1.1654 2.1477 -1.2577
O 1.0478 -1.2452 0.2370
N -1.8245 -1.5728 -0.2144
N -1.5844 -0.3715 -0.4599
N 1.0804 2.4719 0.7672
N -1.0417 1.4018 2.0172
C -3.9280 -0.2256 -1.2727
C 4.4972 0.1466 2.3553
C -1.0093 3.1493 3.6835
C -3.5128 -5.3027 0.2925
C 4.5075 -2.4895 0.7800
C -1.6043 -3.8288 0.4341
C -3.4894 2.4295 -1.9356
C -2.9435 -4.0732 0.0806
C 0.6034 4.9490 3.4769
C -2.5935 1.3496 3.8186
C 3.1193 -2.3019 3.6070
C 0.5970 3.1349 1.8426
C -4.7394 1.8596 -2.1268
C -0.8987 3.4798 -1.7251
C 0.3961 -2.4136 0.5238
C -0.9782 -2.5329 0.2359
C 0.5043 -4.6953 1.2754
C 2.6887 4.2085 0.4607
C 1.1107 -3.4911 1.0352
C -0.4196 4.3746 4.1448
C 1.9383 -0.6686 1.2604
C -2.7780 -6.3505 0.8750
C -0.5138 2.5482 2.5234
C -2.0462 0.8206 2.6467
C -1.4704 -6.1506 1.2099
C 2.2123 4.8811 1.5595
C 2.1011 2.9919 0.1024
C -4.9537 0.5265 -1.8110
C -0.8573 -4.8965 0.9868
C -2.6750 0.3381 -1.0456
C 1.1441 4.3385 2.2964
C -2.0825 2.5132 4.3349
C -2.4625 1.6655 -1.4148
H 1.0914 -5.5179 1.6662
H -4.0816 -1.2599 -1.0090
H 5.3506 -0.0403 3.0111
H 2.4946 -1.6638 4.2363
H 2.3308 0.2184 0.7676
H 3.8681 0.8942 2.8479
H 2.5938 -3.2460 3.4614
H -4.5414 -5.4692 0.0005
H 2.4783 2.4204 -0.7379
H 4.0281 -2.5219 4.1736
H 4.4682 -2.0704 -0.2277
H 1.0404 5.8753 3.8265
H 0.1665 3.6465 -1.6055
H 2.1665 -3.3781 1.2123
H 5.5582 -2.5156 1.0818
H 2.6515 5.8225 1.8670
H 3.5115 4.5968 -0.1231
H -3.4183 0.8391 4.2955
H -0.8160 4.8295 5.0436
H -5.5396 2.4646 -2.5303
H -3.5246 -3.2879 -0.3759
H 4.8886 0.5826 1.4325
H -0.8830 -6.9511 1.6421
H -3.3352 3.4635 -2.2057
H -2.4338 -0.0924 2.2128
H -1.1571 3.5558 -2.7790
H 1.3222 -0.3878 2.1243
H -1.4529 4.2136 -1.1408
H -2.4914 2.9440 5.2404
H 4.1702 -3.5249 0.7268
H -3.2420 -7.3122 1.0469
H -5.9207 0.0745 -1.9826

=====

No. 3
78
Properties=species:S:1:pos:R:3 method="wB97M-V/def2-TZVPD" total_charge=-2 homo_energy_ha="-0.036 / -0.037" spin_multiplicity=2 relative_energy_kcal_mol=0.0 energy_ha=-3406.6512 gap_ha="0.18021 / 0.18146"
Te 1.0090 -1.1848 0.5492
S -2.4916 1.5464 -0.9789
S -1.3716 3.0665 -3.7682
S -2.6865 0.1816 -4.2500
Al -0.7687 0.9821 -2.6919
O 0.2501 0.3995 -4.1022
O -0.5367 -2.4574 -0.2065
N 5.3492 1.2599 -2.2539
N -0.6268 -0.6362 -1.5567
N 0.9574 1.8493 -2.0441
N 3.2963 2.7380 -2.1812
N -0.2237 0.2390 -5.3571
C 2.3910 -2.1949 1.8350
C 2.1199 2.1782 -2.1573
C -0.3876 1.0662 2.1552
C 3.0156 -1.4802 2.8897
C 0.2244 -0.0081 -7.6932
C -1.9457 3.9071 -2.3985
C -1.0966 0.3700 -7.9117
C -3.3345 1.5992 4.5119
C -2.4797 3.2554 -1.1939
C -1.0056 -1.7967 -1.3218
C -1.8638 -2.7022 -2.1991
C 0.4155 1.9838 1.2691
C -1.1987 -1.1466 2.8949
C -1.5787 0.3442 -5.5194
C -0.3386 -0.3399 2.0905
C -3.0416 4.0321 -0.1645
C -3.1109 5.4206 -0.3351
C 4.3534 1.9346 -2.2354
C -2.1241 -0.5150 3.7184
C -1.8912 5.3003 -2.4232
C 3.2801 -2.1757 4.0507
C 0.6497 -0.0135 -6.3865
C -1.0207 -2.6559 2.9494
C -2.2213 0.8912 3.7962
C -1.9813 0.5597 -6.8309
C 3.1249 -3.5641 4.1467
C 2.7974 -4.2836 2.9716
C -2.5403 6.0825 -1.4553
C 3.3174 -0.0102 2.8028
C 2.2601 -4.3120 0.5004
C -1.2568 1.6455 3.0566
C 3.3804 -4.2398 5.4685
C 2.5054 -3.6023 1.8136
H 0.9328 -0.3091 -8.4628
H -3.0446 0.7239 -7.0425
H 0.4653 1.7215 0.2084
H 2.7426 -5.3669 2.9248
H -4.0715 1.9027 3.7661
H 2.7933 -5.2746 0.3958
H 1.6808 -0.1497 -6.0759
H 2.4335 0.6001 3.0526
H 0.0685 3.0128 1.3569
H 2.5922 -3.6801 -0.3290
H -1.1820 2.7137 3.2188
H -1.5167 0.4291 -8.9133
H 3.4586 -5.3192 5.3388
H 2.5888 -4.0022 6.1702
H -1.0865 -3.1191 1.9481
H -2.8248 -1.1127 4.3559
H 0.0030 -2.9288 3.2709
H 4.0860 0.2532 3.4924
H -2.9476 2.4726 4.9909
H -3.5048 3.4811 0.6219
H -1.2682 -3.5273 -2.5901
H -2.6013 7.1578 -1.4967
H 1.1700 -4.5232 0.3027
H -2.7295 -3.0730 -1.6326
H 1.4828 2.0146 1.5785
H -3.6237 6.0385 0.3864
H -2.2337 -2.0734 -2.9964
H -1.7179 -3.1069 3.6401
H -1.4068 5.8100 -3.2461
H 3.6141 0.2502 1.7930
H 3.5236 -1.5707 4.9227
H 4.3349 -3.9356 5.9238
H -3.7855 0.9766 5.2719